# 1
13
Properties=species:S:1:pos:R:3:lowdin_charge:R:1 method="wB97M-V/def2-TZVPD" gap_ev=10.805 e_homo_ha=-0.5290 e_lumo_ha=-0.1319 charge=+1 smiles=Cc1c[nH]c[nH+]1 e_above_lowest_kcal_mol=8.9
C -1.491 -0.451 -1.093 -0.004
C -0.307 -0.122 -0.258 -0.252
C -0.323 0.004 1.091 0.017
N 0.966 0.356 1.510 0.137
C 1.702 0.515 0.427 -0.046
N 0.982 0.156 -0.647 0.162
H -2.366 -0.614 -0.454 0.098
H -1.281 -1.283 -1.776 0.099
H -1.925 0.300 -1.766 0.098
H -1.168 -0.122 1.746 0.146
H 1.196 0.415 2.495 0.190
H 2.779 0.527 0.334 0.167
H 1.236 0.320 -1.608 0.188



# 2
33
Properties=species:S:1:pos:R:3:mulliken_spin:R:1 method="wB97M-V/def2-TZVPD" multiplicity=5 gap_ev="8.643 / 6.645" e_homo_ha="-0.8070 / -0.8459" e_lumo_ha="-0.4893 / -0.6017" charge=+4 s2=6.0571
Pt -0.210 -0.035 0.048 1.082
C 5.181 0.259 0.055 0.011
Se 3.266 0.146 -0.254 0.929
C 2.927 1.740 -1.337 -0.019
C 2.100 2.819 -0.648 0.015
Se 0.283 2.237 -0.175 0.678
C -0.586 3.795 0.647 -0.015
H 5.677 0.205 -0.918 0.034
H 5.447 -0.576 0.699 -0.003
H 5.365 1.223 0.537 0.032
H 2.436 1.379 -2.245 0.026
H 3.894 2.167 -1.609 -0.010
H 1.948 3.648 -1.346 0.015
H 2.545 3.208 0.270 0.020
H 0.048 4.090 1.484 0.022
H -1.568 3.471 0.978 -0.002
H -0.638 4.554 -0.134 0.015
N -4.199 -1.712 0.184 -0.017
C -4.713 -0.489 0.030 0.241
C -3.608 0.399 -0.055 0.177
N -2.484 -0.297 0.050 0.125
C -2.836 -1.609 0.195 0.071
C -1.818 -2.557 0.311 0.046
N -0.522 -2.130 0.262 0.108
C 0.255 -3.208 0.386 0.179
C -0.564 -4.348 0.514 0.205
N -1.827 -3.911 0.463 0.009
H -4.761 -2.555 0.270 -0.001
H -5.776 -0.290 -0.015 0.004
H -3.655 1.467 -0.193 0.011
H 1.332 -3.181 0.385 0.010
H -0.299 -5.391 0.632 0.003
H -2.639 -4.521 0.529 -0.001



# 3
79
Properties=species:S:1:pos:R:3:lowdin_charge:R:1 method="wB97M-V/def2-TZVPD" gap_ev="4.736 / 4.732" e_homo_ha="-0.4796 / -0.4794" e_lumo_ha="-0.3055 / -0.3055" charge=+2
Sn -0.008 -0.434 -0.967 1.336
C -2.488 1.816 0.775 -0.133
C -2.829 0.908 -0.266 -0.199
C -2.745 -0.279 1.713 -0.145
C -2.474 1.087 1.998 -0.097
C -2.961 -0.400 0.314 -0.196
C -2.230 3.263 0.631 0.007
H -1.871 3.515 -0.373 0.087
H -1.477 3.604 1.349 0.078
H -3.136 3.858 0.810 0.120
C -2.235 1.623 3.350 0.007
H -2.000 2.694 3.325 0.094
H -1.369 1.106 3.798 0.017
H -3.095 1.438 4.016 0.128
C -2.834 -1.361 2.700 -0.015
H -3.847 -1.444 3.126 0.125
H -2.124 -1.182 3.516 0.024
H -2.563 -2.326 2.252 0.086
C -3.302 -1.630 -0.436 -0.017
H -4.381 -1.676 -0.661 0.126
H -3.023 -2.541 0.108 0.085
H -2.787 -1.655 -1.413 0.040
C -3.111 1.253 -1.678 -0.006
H -4.007 1.884 -1.768 0.126
H -3.298 0.355 -2.277 0.078
H -2.287 1.810 -2.142 0.072
C 1.747 0.542 -2.119 -0.238
C 0.532 1.316 -2.242 -0.257
C -0.100 1.500 -3.637 -0.131
C -1.022 0.377 -4.104 -0.156
C -1.022 -0.812 -3.195 -0.189
C 0.116 -1.628 -3.117 -0.216
C 1.329 -1.289 -3.935 -0.165
C 2.247 -0.199 -3.323 -0.169
H 0.689 1.661 -4.391 0.136
H -0.716 0.135 -5.129 0.140
H -0.685 2.428 -3.591 0.128
H 2.450 0.493 -4.155 0.131
H 2.508 0.912 -1.444 0.088
H 0.262 2.094 -1.512 0.084
H 3.201 -0.696 -3.099 0.124
H 1.918 -2.211 -4.071 0.123
H 0.005 -2.679 -2.841 0.106
H 1.072 -0.993 -4.973 0.132
H -2.040 0.759 -4.179 0.116
H -1.992 -1.241 -2.945 0.096
P 1.938 2.007 1.067 0.823
C 1.563 2.841 2.657 -0.260
H 2.410 3.491 2.894 0.055
H 1.429 2.114 3.463 -0.026
H 0.639 3.415 2.571 0.029
C 3.720 1.706 1.450 -0.255
H 4.108 2.597 1.958 0.051
H 4.263 1.493 0.530 0.039
H 3.758 0.826 2.102 0.018
C 2.111 3.506 0.051 -0.304
H 2.392 3.241 -0.970 0.025
H 2.880 4.141 0.504 0.055
H 1.152 4.032 0.015 0.035
P 1.200 -2.752 0.192 0.871
C -0.170 -3.775 -0.434 -0.262
H 0.228 -4.679 -0.903 0.075
H -0.777 -3.226 -1.159 -0.008
H -0.840 -4.033 0.396 0.061
C 2.653 -3.051 -0.867 -0.229
H 2.437 -2.863 -1.924 0.027
H 2.984 -4.089 -0.734 0.067
H 3.460 -2.369 -0.555 0.073
C 1.631 -3.665 1.723 -0.200
H 2.094 -4.629 1.443 0.083
H 0.723 -3.829 2.321 0.030
H 2.325 -3.056 2.324 0.054
Cl 0.483 0.621 5.137 0.672
C 1.088 -0.858 4.325 -0.913
Cl -0.084 -2.190 4.466 0.657
C 1.301 -0.590 2.794 -0.839
O 2.527 -0.620 2.518 -0.085
O 0.327 -0.373 2.019 -0.213
H 2.025 -1.140 4.829 0.081



# 4
61
Properties=species:S:1:pos:R:3:lowdin_charge:R:1 method="wB97M-V/def2-TZVPD" gap_ev=5.740 e_homo_ha=-0.3271 e_lumo_ha=-0.1162 charge=+1 e_above_lowest_kcal_mol=0.0
C -1.451 3.286 -3.739 -0.036
C -1.251 1.930 -3.528 -0.227
C 0.032 1.362 -3.843 -0.202
C 1.111 2.219 -4.271 -0.143
C 0.844 3.602 -4.466 -0.016
C -0.413 4.116 -4.224 -0.058
C 2.383 1.648 -4.393 0.063
C 2.600 0.285 -4.152 -0.146
C 1.469 -0.511 -3.745 -0.197
C 1.660 -1.879 -3.344 -0.219
C 2.934 -2.424 -3.413 -0.030
C 4.038 -1.659 -3.858 -0.059
C 3.881 -0.332 -4.204 -0.024
H -2.425 3.722 -3.521 0.117
H 1.663 4.243 -4.805 0.123
H -0.613 5.178 -4.386 0.113
H 3.226 2.279 -4.677 0.134
H 3.089 -3.461 -3.119 0.118
H 5.023 -2.125 -3.908 0.112
H 4.734 0.277 -4.518 0.121
N 0.254 0.055 -3.591 0.121
Bi 0.275 0.337 -0.228 1.005
C -2.308 1.040 -2.908 -0.280
H -2.191 0.013 -3.288 0.088
H -3.315 1.427 -3.128 0.103
C 0.472 -2.641 -2.803 -0.304
H -0.442 -2.312 -3.322 0.081
H 0.621 -3.726 -2.916 0.092
P -2.188 0.922 -1.061 0.731
P 0.137 -2.329 -0.997 0.637
C 1.459 -3.267 -0.165 -0.267
H 1.276 -3.241 0.919 0.034
H 1.455 -4.309 -0.514 0.053
H 2.433 -2.809 -0.384 0.044
C -1.369 -3.313 -0.709 -0.289
H -1.188 -4.361 -0.990 0.049
H -1.628 -3.255 0.356 0.017
H -2.198 -2.911 -1.306 0.028
C -2.476 2.614 -0.466 -0.278
H -3.415 2.995 -0.886 0.058
H -2.541 2.601 0.631 0.051
H -1.648 3.271 -0.762 0.049
C -3.631 -0.053 -0.547 -0.231
H -3.633 -0.152 0.551 0.052
H -4.551 0.462 -0.870 0.068
H -3.594 -1.059 -0.995 0.042
H 1.575 1.102 -1.229 -0.154
H 0.077 1.514 1.130 -0.199
N -0.926 -1.310 1.637 0.034
C -0.908 -1.409 2.806 -0.115
C -0.845 -1.428 4.235 -0.222
C -2.003 -1.221 5.005 -0.027
C -1.924 -1.170 6.399 -0.060
C -0.692 -1.339 7.043 -0.057
C 0.460 -1.559 6.285 -0.062
C 0.391 -1.608 4.892 -0.022
H -2.973 -1.094 4.514 0.121
H -2.823 -0.995 6.989 0.113
H -0.632 -1.293 8.132 0.116
H 1.422 -1.688 6.786 0.115
H 1.301 -1.784 4.311 0.121



# 5
40
Properties=species:S:1:pos:R:3:mulliken_spin:R:1 method="wB97M-V/def2-TZVPD" multiplicity=3 gap_ev="5.652 / 5.943" e_homo_ha="-0.5475 / -0.5565" e_lumo_ha="-0.3398 / -0.3381" charge=+2 s2=2.0281 e_above_lowest_kcal_mol=50.9
C 0.653 3.836 -0.953 0.042
C -0.591 3.267 -1.177 -0.008
C -0.938 2.032 -0.604 0.140
C -0.027 1.407 0.266 -0.183
C 1.296 1.889 0.330 0.113
C 1.605 3.153 -0.195 -0.025
C -2.149 1.243 -1.045 0.036
C -2.040 -0.094 -0.298 0.019
N -2.579 -1.397 -0.537 0.024
W -0.524 -0.576 1.051 1.735
C 2.370 0.974 0.799 0.002
P 1.767 -0.784 0.649 -0.032
H -1.306 3.768 -1.814 0.000
H 2.615 3.571 -0.062 0.002
H 0.915 4.805 -1.395 0.001
H 2.649 1.200 1.837 0.000
H 3.264 1.087 0.171 0.000
H -3.077 1.793 -0.753 -0.005
H -2.135 1.073 -2.154 -0.006
H -0.884 -0.378 -0.599 0.101
C 2.620 -1.577 2.050 0.002
C 2.547 -1.362 -0.875 0.001
H -2.258 0.191 0.794 0.022
C -2.196 -1.976 -1.859 0.016
C -2.367 -2.332 0.602 -0.003
H 0.485 -2.081 0.257 -0.066
H -2.859 -2.816 -2.092 -0.002
H -2.336 -1.214 -2.671 0.000
H -1.155 -2.340 -1.901 -0.003
H -2.956 -3.259 0.380 0.004
H -1.306 -2.659 0.757 -0.013
H -2.765 -1.935 1.553 -0.005
H 3.634 -1.374 -0.739 -0.001
H 2.194 -2.379 -1.088 0.006
H 2.282 -0.720 -1.724 0.001
H 3.642 -1.811 1.737 0.005
H 2.645 -0.906 2.911 -0.005
H 2.090 -2.492 2.303 0.012
H -1.591 1.459 2.503 0.084
I -1.232 -0.285 3.586 -0.011



# 6
10
Properties=species:S:1:pos:R:3:lowdin_charge:R:1 method="wB97M-V/def2-TZVPD" gap_ev=10.624 e_homo_ha=-0.3592 e_lumo_ha=0.0312 e_above_lowest_kcal_mol=74.6
H -0.670 -0.234 -2.131 0.041
N 0.031 -0.977 -2.062 0.085
C 0.798 -0.862 -1.044 -0.278
N 0.752 0.112 -0.025 0.008
O -0.511 0.740 0.101 -0.043
C -0.900 0.965 1.419 -0.295
O -0.333 0.584 2.390 0.095
H 1.611 -1.571 -0.934 0.110
H 1.088 -0.249 0.882 0.128
H -1.866 1.492 1.405 0.149



For the records above, the corresponding E values read -265.89434; -5530.10993; -2985.41430; -2015.29273; -1269.17435; -338.53434 hartree.